Record 1
The following is a DFT calculation (wB97M-V/def2-TZVPD) of a 2-piece molecular cluster, C3H11N3O overall at a distorted geometry.

Properties
electronic energy	-360.3395	a.u.
HOMO	-9.334	eV
charge	0
energy above the lowest of the compared OMol25 structures with the same formula, charge and spin	61.4	kcal/mol
F_max	0.0501	Eh/bohr
structure (SMILES)	COC(N)N.C=N
Kohn-Sham gap	10.26	eV

CARTESIAN COORDINATES (ANGSTROEM)
C1 1.895 0.394 -0.017
O1 0.614 0.261 -0.613
C2 -0.606 0.714 0.118
N1 -0.907 2.014 -0.360
N2 -0.392 0.880 1.506
H1 1.988 -0.288 0.835
H2 2.093 1.423 0.300
H3 2.652 0.129 -0.761
H4 -1.448 0.044 -0.071
H5 -0.077 2.309 -0.874
H6 -1.617 1.921 -1.083
H7 -1.307 0.976 1.939
H8 0.129 1.748 1.602
C3 -0.583 -2.505 -0.907
N3 -1.207 -2.764 0.187
H9 -1.065 -2.715 -1.877
H10 0.445 -2.021 -0.914
H11 -0.609 -2.519 0.990

Atomic partial charges in e from the Mulliken method, atoms 1 to 8: number 1, C, carries -0.671; number 2, O, carries -0.423; number 3, C, carries -0.175; number 4, N, carries -0.662; number 5, N, carries -0.614; number 6, H, carries 0.278; number 7, H, carries 0.332; number 8, H, carries 0.252

---

Record 2
The following is a DFT calculation (wB97M-V/def2-TZVPD) of C43H35ClN4O4PtS3 as an isolated structure at a distorted geometry.

Properties
electronic energy	-3953.7258	a.u.
HOMO	-7.840	eV
charge	0
energy above the lowest of the compared OMol25 structures with the same formula, charge and spin	29.6	kcal/mol
F_max	0.0410	Eh/bohr
Kohn-Sham gap	7.72	eV

CARTESIAN COORDINATES (ANGSTROEM)
Pt1 1.932 -1.551 1.433
C1 -7.093 1.934 0.746
C2 -5.670 1.481 0.923
C3 -4.766 2.246 1.663
C4 -3.457 1.833 1.838
C5 -3.046 0.639 1.264
C6 -3.930 -0.151 0.547
C7 -5.238 0.279 0.373
S1 -1.371 0.042 1.425
O1 -0.944 0.238 2.843
C8 -0.548 1.357 0.507
C9 0.049 2.399 1.243
C10 0.653 3.419 0.574
C11 0.689 3.443 -0.842
C12 1.328 4.491 -1.548
C13 1.386 4.480 -2.911
C14 0.806 3.418 -3.638
C15 0.182 2.394 -2.987
C16 0.106 2.381 -1.572
C17 -0.510 1.311 -0.861
C18 -1.151 0.178 -1.586
C19 -2.445 0.382 -2.155
C20 -3.114 1.630 -2.059
C21 -4.366 1.791 -2.578
C22 -5.019 0.717 -3.221
C23 -4.403 -0.496 -3.323
C24 -3.104 -0.697 -2.791
C25 -2.461 -1.955 -2.853
C26 -1.222 -2.134 -2.314
C27 -0.561 -1.060 -1.685
S2 1.102 -1.466 -1.051
O2 1.338 -2.833 -1.545
C28 2.008 -0.315 -2.072
C29 2.753 0.684 -1.477
C30 3.450 1.571 -2.289
C31 3.420 1.454 -3.671
C32 4.161 2.426 -4.546
C33 2.684 0.413 -4.244
C34 1.980 -0.472 -3.453
H1 -7.180 3.015 0.858
H2 -7.743 1.470 1.491
H3 -7.473 1.660 -0.238
H4 -5.096 3.182 2.099
H5 -2.755 2.426 2.411
H6 -3.594 -1.090 0.123
H7 -5.927 -0.326 -0.205
H8 0.051 2.337 2.323
H9 1.133 4.222 1.121
H10 1.776 5.300 -0.983
H11 1.878 5.286 -3.441
H12 0.867 3.413 -4.719
H13 -0.246 1.571 -3.545
H14 -2.628 2.453 -1.553
H15 -4.866 2.747 -2.491
H16 -6.011 0.860 -3.631
H17 -4.896 -1.329 -3.810
H18 -2.970 -2.781 -3.335
H19 -0.715 -3.089 -2.356
H20 2.798 0.771 -0.399
H21 4.027 2.366 -1.830
H22 4.655 3.193 -3.953
H23 3.477 2.922 -5.239
H24 4.919 1.917 -5.145
H25 2.664 0.304 -5.322
H26 1.416 -1.288 -3.890
S3 0.684 -3.489 1.404
C35 -0.123 -3.339 2.921
N1 0.540 -2.874 4.009
C36 -0.091 -2.593 5.147
C37 -1.431 -2.851 5.260
C38 -2.030 -3.460 4.158
N2 -1.407 -3.699 3.017
H27 1.591 -2.768 3.934
H28 0.520 -2.175 5.934
H29 -1.982 -2.624 6.158
H30 -3.071 -3.762 4.202
C39 5.190 -3.518 5.234
N3 4.988 -3.277 3.812
C40 6.007 -3.460 2.913
C41 5.858 -3.181 1.616
C42 4.600 -2.633 1.132
O3 4.418 -2.267 -0.012
N4 3.579 -2.543 2.088
C43 3.760 -2.796 3.402
O4 2.876 -2.637 4.260
H31 6.086 -4.123 5.355
H32 4.336 -4.048 5.643
H33 5.309 -2.579 5.774
H34 6.926 -3.845 3.331
H35 6.652 -3.322 0.901
Cl1 3.050 0.446 1.964

Atomic partial charges in e from the Mulliken method, atoms 1 to 8: number 1, Pt, carries 1.818; number 2, C, carries -1.640; number 3, C, carries 1.063; number 4, C, carries -1.019; number 5, C, carries -0.615; number 6, C, carries 0.044; number 7, C, carries 0.019; number 8, C, carries -0.909

---

Record 3
The following is a DFT calculation (wB97M-V/def2-TZVPD) of a 2-piece molecular cluster, C4H10OS overall at a distorted geometry.

Properties
electronic energy	-631.5525	a.u.
multiplicity	3
HOMO (alpha / beta)	-5.225 / -9.120	eV
charge	0
energy above the lowest of the compared OMol25 structures with the same formula, charge and spin	68.4	kcal/mol
F_max	0.2065	Eh/bohr
Kohn-Sham gap (alpha / beta)	6.01 / 7.23	eV

CARTESIAN COORDINATES (ANGSTROEM)
C1 1.434 1.024 1.437
C2 -2.544 -1.645 -0.188
C3 1.185 0.551 -1.258
C4 -1.995 -0.439 -0.259
O1 1.552 -1.341 0.656
S1 0.686 -0.198 0.352
H1 1.142 1.002 2.545
H2 2.425 0.717 1.305
H3 1.476 2.054 1.155
H4 -3.171 -2.039 0.598
H5 -2.081 -2.427 -0.735
H6 0.969 1.629 -1.234
H7 2.265 0.650 -1.389
H8 0.554 0.166 -2.075
H9 -2.579 0.434 0.170
H10 -1.318 -0.138 -1.080

Atomic partial charges in e from the Mulliken method, atoms 1 to 8: number 1, C, carries -1.085; number 2, C, carries -0.788; number 3, C, carries -1.054; number 4, C, carries -0.379; number 5, O, carries -0.652; number 6, S, carries 0.721; number 7, H, carries 0.267; number 8, H, carries 0.405

---

Record 4
The following is a DFT calculation (wB97M-V/def2-TZVPD) of one molecule with the formula C8H11N3O2S at a distorted geometry.

Properties
electronic energy	-1024.1888	a.u.
HOMO	-9.345	eV
charge	0
energy above the lowest of the compared OMol25 structures with the same formula, charge and spin	150.5	kcal/mol
F_max	0.0774	Eh/bohr
structure (SMILES)	CC(C)S(=O)(=O)N1C=CC=N[C@@H]2N=C21
Kohn-Sham gap	9.17	eV

CARTESIAN COORDINATES (ANGSTROEM)
C1 1.160 -2.198 -0.182
C2 1.516 -0.889 0.340
C3 2.693 -0.918 1.291
S1 0.123 -0.557 1.451
O1 0.541 0.266 2.581
O2 -0.670 -1.718 1.772
N1 -1.031 0.466 0.521
C4 -2.177 0.048 -0.110
C5 -2.616 0.563 -1.260
C6 -1.941 1.475 -2.171
N2 -1.130 2.439 -2.047
C7 -0.668 2.706 -0.709
N3 0.597 2.260 -0.126
C8 -0.473 1.632 0.147
H1 0.355 -2.057 -0.988
H2 2.001 -2.733 -0.666
H3 0.710 -2.791 0.646
H4 1.636 0.079 -0.055
H5 2.742 -1.632 2.155
H6 2.681 0.208 1.607
H7 3.605 -1.163 0.587
H8 -2.593 -0.724 0.361
H9 -3.567 0.144 -1.581
H10 -2.486 1.424 -3.169
H11 -1.010 3.670 -0.397

Atomic partial charges in e from the Mulliken method, atoms 1 to 8: number 1, C, carries -1.192; number 2, C, carries 0.118; number 3, C, carries -1.214; number 4, S, carries 1.276; number 5, O, carries -0.665; number 6, O, carries -0.741; number 7, N, carries -0.164; number 8, C, carries -0.273

---

Record 5
The following is a DFT calculation (wB97M-V/def2-TZVPD) of a 2-piece molecular cluster, C7H14ClN4 overall at a distorted geometry.

Properties
electronic energy	-954.0439	a.u.
HOMO	-13.346	eV
charge	+1
energy above the lowest of the compared OMol25 structures with the same formula, charge and spin	9.5	kcal/mol
F_max	0.0760	Eh/bohr
Kohn-Sham gap	10.04	eV

CARTESIAN COORDINATES (ANGSTROEM)
C1 0.086 2.384 1.909
C2 -0.544 0.458 0.368
C3 1.094 2.241 -0.219
C4 -0.031 -1.903 1.799
C5 0.539 -0.921 -3.219
C6 -1.244 -0.673 -0.151
C7 -0.680 -2.072 0.378
N1 0.981 2.795 0.883
N2 -0.720 1.088 1.508
N3 0.354 0.998 -0.434
N4 1.001 0.163 -2.756
Cl1 2.035 2.949 -1.438
H1 -0.593 3.218 2.118
H2 0.766 -1.191 1.838
H3 0.309 -2.880 2.214
H4 -0.742 -1.501 2.472
H5 -0.538 -1.109 -2.975
H6 0.994 -1.570 -4.091
H7 0.564 2.263 2.837
H8 -1.253 -0.566 -1.295
H9 -2.194 -0.620 0.338
H10 0.055 -2.374 -0.380
H11 -1.572 -2.715 0.466
H12 -1.187 0.602 2.340
H13 0.570 0.623 -1.484
H14 1.951 0.311 -3.026

Atomic partial charges in e from the Mulliken method, atoms 1 to 8: number 1, C, carries -0.535; number 2, C, carries 0.798; number 3, C, carries 0.453; number 4, C, carries -1.228; number 5, C, carries -0.280; number 6, C, carries -0.938; number 7, C, carries -0.192; number 8, N, carries -0.382

---

Record 6
The following is a DFT calculation (wB97M-V/def2-TZVPD) of a 2-piece molecular cluster, C2H4INO overall at a distorted geometry.

Properties
electronic energy	-506.0043	a.u.
HOMO (alpha / beta)	-8.219 / -7.973	eV
charge	0
energy above the lowest of the compared OMol25 structures with the same formula, charge and spin	169.3	kcal/mol
F_max	0.0480	Eh/bohr
Kohn-Sham gap (alpha / beta)	8.28 / 6.91	eV

CARTESIAN COORDINATES (ANGSTROEM)
C1 -2.243 0.983 0.399
C2 1.770 -0.454 -0.037
N1 -0.481 -0.426 0.399
O1 0.474 0.149 -0.203
I1 -3.870 -0.130 -0.143
H1 -1.905 1.658 -0.381
H2 1.691 -1.343 0.591
H3 2.439 0.281 0.409
H4 2.124 -0.718 -1.035

Atomic partial charges in e from the Mulliken method, atoms 1 to 8: number 1, C, carries -0.325; number 2, C, carries -0.475; number 3, N, carries -0.259; number 4, O, carries -0.011; number 5, I, carries 0.099; number 6, H, carries 0.212; number 7, H, carries 0.292; number 8, H, carries 0.228